(1)
A structure of composition C29H58B2IN4O7, computed with ωB97M-V/def2-TZVPD.

As for the expectation value of S²: 2.01. The calculation puts the largest force on an atom at 3.13 eV Å⁻¹. The calculation puts the total energy at -2232.87078 Eh.

Structure (ORCA input):
```
! RIJCOSX wB97M-V def2-TZVPD def2/J DEFGRID3
* xyz -1 3
C -0.22552 -5.49827 -0.21330
C -0.27351 -4.66484 -1.07912
C -0.48483 -3.54851 -2.07397
I 0.02588 -1.82258 -0.87762
O -1.76084 -3.68765 -2.45616
B -1.86874 -4.54409 -3.69948
O -2.27872 -3.82234 -4.92597
C -3.61789 -3.44639 -4.94597
C -3.97358 -2.25997 -4.03354
C -4.74218 -2.69129 -2.79476
C -4.90499 -1.50696 -1.84892
B -2.47152 -6.13729 -3.45492
N -2.93911 -6.65832 -2.16486
O -2.45384 -7.01709 -4.55390
O -0.40784 -4.85422 -3.93482
C 0.45053 -3.94973 -3.28795
N 1.64912 -4.68832 -3.00136
C 0.73910 -2.88449 -4.39558
O 0.71868 -1.51627 -3.99002
C -0.49993 -0.86817 -4.21467
C -0.26189 0.57837 -4.67976
H -0.48520 -6.17674 0.53754
H -4.31650 -4.26479 -4.71373
H -3.84517 -3.14467 -5.97112
H -3.09060 -1.71608 -3.73682
H -4.61784 -1.56170 -4.56541
H -5.72582 -3.04554 -3.08976
H -4.22908 -3.49579 -2.28550
H -5.44767 -0.70269 -2.33307
H -3.91433 -1.19405 -1.53710
H -5.43127 -1.77645 -0.93737
H -2.20207 -7.17547 -1.69962
H -3.19772 -5.89297 -1.55830
H -3.11422 -6.69464 -5.16944
H 2.13714 -4.36232 -2.17989
H 1.46049 -5.67638 -2.97504
H 1.74943 -3.07589 -4.73401
H 0.10609 -3.04645 -5.25341
H -1.10712 -0.81578 -3.31301
H -1.11864 -1.35936 -4.96170
H -0.95684 1.22652 -4.15778
H -0.50631 0.69013 -5.72959
H 0.76105 0.89388 -4.52003
C 1.63821 3.08929 0.98504
C 0.52587 3.13861 -0.08344
C 0.82836 2.12255 -1.18492
C 1.99861 2.53686 -2.07085
C 1.77155 3.93272 -2.64822
C 1.42243 4.99106 -1.59735
N 0.38223 4.51952 -0.63776
O -0.77917 4.64011 -1.18603
C 2.69353 5.41407 -0.83352
C 0.96237 6.25695 -2.31742
C -0.73592 2.71585 0.66349
H 1.53888 2.18659 1.58753
H 2.64450 3.05905 0.57124
H 1.56794 3.94220 1.66294
H -0.05562 1.98418 -1.81559
H 1.03911 1.14966 -0.73963
H 2.93901 2.50236 -1.51271
H 2.10494 1.81920 -2.88647
H 2.66005 4.25031 -3.19955
H 0.96115 3.87166 -3.38202
H 2.44187 6.05809 0.01082
H 3.35770 5.97836 -1.48932
H 3.28145 4.57715 -0.46424
H 0.13367 6.06709 -2.99724
H 1.78162 6.65824 -2.91395
H 0.65394 7.02619 -1.60682
H -0.96624 3.41552 1.46962
H -0.58653 1.73178 1.10620
H -1.60394 2.64482 0.01013
C 3.09391 2.07227 6.48264
C 1.73208 2.16457 5.76370
C 0.60641 2.14719 6.79833
C 0.41911 0.77722 7.44820
C 0.21842 -0.30210 6.38478
C 1.29178 -0.30661 5.29337
N 1.57983 1.06260 4.77218
O 0.67082 1.39027 3.91819
C 2.58625 -0.95033 5.83017
C 0.83689 -1.22938 4.16638
C 1.75577 3.52009 5.06190
H 3.32540 3.02009 6.96929
H 3.12649 1.32252 7.26972
H 3.89632 1.86343 5.77383
H -0.33400 2.44226 6.32198
H 0.80870 2.89608 7.56771
H 1.27251 0.53136 8.08657
H -0.45232 0.80401 8.10608
H 0.18323 -1.28425 6.86054
H -0.76279 -0.14981 5.92406
H 3.40197 -0.83241 5.11570
H 2.43919 -2.01913 5.98447
H 2.90988 -0.55354 6.79052
H -0.14072 -0.95500 3.77450
H 0.75497 -2.25385 4.52761
H 1.54938 -1.22236 3.34022
H 2.56157 3.56564 4.32687
H 1.92304 4.30940 5.79465
H 0.81808 3.74538 4.55666
*
```

***

(2)
The ion C3H9IN3 with charge +1, computed with ωB97M-V/def2-TZVPD.

As for the energy relative to the best compared isomer or geometry (same formula, charge and spin): 0.349 eV. The calculation puts the largest force on an atom at 2.00 eV Å⁻¹. Its SMILES is NCCN(I)C=[NH2+].

Structure (ORCA input):
```
! RIJCOSX wB97M-V def2-TZVPD def2/J DEFGRID3
* xyz 1 1
N -1.58067 -2.28861 -0.04424
C -0.46679 -1.38837 0.40144
C 0.02441 -0.27430 -0.61819
N 1.17576 0.63046 -0.21380
I 2.99016 -0.33376 0.03674
C 1.04353 1.89016 0.09330
N -0.06942 2.58397 0.11386
H -1.23578 -2.99874 -0.67830
H -1.96930 -2.74074 0.77132
H 0.44015 -1.95516 0.67292
H -0.81723 -0.87399 1.29821
H 0.35465 -0.78324 -1.52640
H -0.82645 0.35218 -0.88113
H 1.95693 2.42603 0.33628
H -0.97957 2.17695 -0.05178
H -0.04037 3.57716 0.28976
*
```

***

Question: Which formula does entry 1 have?
Answer: C29H58B2IN4O7